{"formula": "H19O10", "method": "wB97M-V/def2-TZVPD", "homo_energy_ha": -0.1932, "relative_energy_kcal_mol": 36.4, "charge": -1, "orbital_gap_ev": 7.990, "elements": ["O", "H", "O", "H", "H", "O", "H", "H", "O", "H", "H", "O", "H", "H", "O", "H", "H", "O", "H", "H", "O", "H", "H", "O", "H", "H", "O", "H", "H"], "xyz": [[-7.7287, -9.6153, -7.3849], [-6.9300, -9.7868, -6.8490], [-11.3351, -9.4790, -7.2223], [-11.4409, -10.3176, -6.7732], [-10.3984, -9.2910, -7.1620], [-4.0938, -13.2657, -8.2548], [-4.1213, -12.3119, -8.3302], [-4.7494, -13.4729, -7.5889], [-8.8294, -12.8991, -8.1950], [-8.6248, -11.9661, -8.1328], [-8.1661, -13.3269, -7.6535], [-4.3222, -9.7624, -8.3626], [-3.8984, -8.9043, -8.3808], [-5.2349, -9.5747, -8.1437], [-8.7632, -9.7797, -4.1165], [-8.4750, -9.9835, -5.0062], [-9.6742, -10.0718, -4.0864], [-5.9624, -10.9955, -2.5178], [-6.7871, -11.0068, -3.0034], [-5.7237, -10.0697, -2.4716], [-7.0457, -10.0709, -11.1124], [-7.6858, -9.9661, -10.4085], [-6.1979, -10.0699, -10.6680], [-6.1196, -6.7405, -5.8009], [-6.5643, -7.5356, -6.0945], [-5.9304, -6.8988, -4.8761], [-9.2060, -6.5249, -9.4922], [-9.9673, -6.9477, -9.8897], [-8.7387, -7.2357, -9.0534]], "forces_ev_per_a": [[0.43, -0.13, 0.44], [-0.50, -0.04, -0.26], [-0.50, 0.14, 0.00], [0.04, -0.22, -0.01], [0.73, 0.05, -0.04], [0.18, -0.34, -0.07], [-0.01, 0.50, -0.06], [-0.15, -0.01, 0.13], [-0.34, -0.51, -0.11], [0.26, 0.79, 0.14], [0.14, 0.00, 0.08], [0.38, -0.37, -0.16], [0.10, 0.18, 0.01], [-0.81, 0.07, 0.12], [0.17, -0.09, 0.72], [0.22, 0.15, -1.00], [-0.19, -0.01, 0.01], [0.30, -0.26, 0.21], [-0.43, 0.13, -0.22], [0.00, 0.19, -0.03], [-0.02, -0.01, -0.52], [-0.12, 0.03, 0.45], [0.19, -0.01, 0.24], [0.34, 0.37, 0.04], [-0.49, -0.46, -0.39], [0.00, -0.03, 0.19], [-0.05, 0.38, -0.16], [-0.16, -0.13, -0.05], [0.28, -0.35, 0.32]]}


{"formula": "C8H9N4", "method": "wB97M-V/def2-TZVPD", "homo_energy_ha": -0.4735, "relative_energy_kcal_mol": 84.2, "smiles": "c1ccc(Cn2cnn[nH+]2)cc1", "charge": 1, "orbital_gap_ev": 8.234, "elements": ["C", "C", "C", "C", "C", "N", "C", "N", "N", "N", "C", "C", "H", "H", "H", "H", "H", "H", "H", "H", "H"], "xyz": [[-1.5767, -1.7197, 1.9820], [-1.9540, -1.6216, 0.5568], [-0.9447, -1.0860, -0.3471], [0.3878, -0.6775, 0.1514], [1.3521, -0.0811, -0.9522], [0.8000, 1.2780, -1.2754], [-0.0543, 1.6410, -2.2609], [-0.2814, 3.0285, -2.0927], [0.4282, 3.3373, -1.0422], [1.0991, 2.3387, -0.5139], [0.7550, -0.7881, 1.5607], [-0.2600, -1.3252, 2.4835], [-2.3506, -2.0967, 2.6896], [-2.9775, -1.9172, 0.2138], [-1.1957, -0.9668, -1.4352], [2.4176, -0.0386, -0.6169], [1.3290, -0.7387, -1.8647], [-0.4562, 0.9133, -2.9952], [1.6976, 2.3537, 0.3192], [1.7724, -0.4555, 1.8720], [0.0122, -1.3780, 3.5675]], "forces_ev_per_a": [[0.98, 0.57, -1.11], [2.60, 0.95, 1.10], [0.21, -0.20, 1.87], [-1.17, -0.71, 0.42], [-0.89, -1.40, 1.06], [0.55, -1.75, -1.05], [1.08, 1.52, 1.87], [1.38, -3.21, 0.97], [0.07, 2.13, 0.76], [-2.23, -0.11, -2.95], [-2.32, -0.56, -1.39], [-0.12, 0.48, -1.96], [0.88, 0.34, -0.58], [1.23, 0.32, 0.34], [0.34, -0.22, 1.18], [-0.93, 0.42, -0.25], [-0.12, 1.02, 0.74], [0.35, 0.92, 0.58], [-0.35, 0.06, -0.40], [-1.01, -0.46, -0.03], [-0.53, -0.10, -1.17]]}


{"formula": "C20H26N2O4", "method": "wB97M-V/def2-TZVPD", "homo_energy_ha": -0.2892, "relative_energy_kcal_mol": 78.3, "smiles": "CC(=O)c1ccc(N2CCN(C[C@@H](O)COCc3ccco3)CC2)cc1", "charge": 0, "orbital_gap_ev": 8.475, "elements": ["C", "C", "O", "C", "C", "C", "C", "N", "C", "C", "N", "C", "C", "O", "C", "O", "C", "C", "C", "C", "C", "O", "C", "C", "C", "C", "H", "H", "H", "H", "H", "H", "H", "H", "H", "H", "H", "H", "H", "H", "H", "H", "H", "H", "H", "H", "H", "H", "H", "H", "H", "H"], "xyz": [[-5.2600, -0.2030, -2.3787], [-4.8176, -0.5216, -0.9668], [-5.4165, -1.3360, -0.2920], [-3.6392, 0.1947, -0.4523], [-2.8796, 1.0935, -1.2033], [-1.7806, 1.7220, -0.6630], [-1.3797, 1.4799, 0.6592], [-0.3114, 2.1113, 1.2388], [0.3700, 3.2153, 0.6148], [1.5479, 2.7263, -0.2424], [2.0724, 1.4901, 0.3169], [3.3738, 1.1457, -0.2127], [3.2869, 0.6623, -1.6727], [4.5649, 0.3949, -2.1855], [2.3973, -0.5847, -1.7383], [3.1095, -1.6283, -1.1014], [2.3415, -2.7882, -0.8591], [1.3149, -2.6043, 0.2132], [-0.0265, -2.3566, 0.1587], [-0.4722, -2.2864, 1.5006], [0.6326, -2.4825, 2.2684], [1.7169, -2.6753, 1.5008], [2.0070, 1.5072, 1.7653], [0.5294, 1.4201, 2.1951], [-2.1605, 0.5937, 1.4201], [-3.2538, -0.0300, 0.8740], [-5.4859, 0.8568, -2.4718], [-6.1493, -0.7827, -2.6125], [-4.4721, -0.4569, -3.0846], [-3.1351, 1.2994, -2.2315], [-1.2118, 2.3919, -1.2882], [0.7397, 3.8585, 1.4212], [-0.3294, 3.8037, 0.0217], [1.2123, 2.5173, -1.2613], [2.3216, 3.5132, -0.2907], [4.0842, 1.9898, -0.1666], [3.7803, 0.3207, 0.3772], [2.8698, 1.4465, -2.3107], [4.8554, -0.4385, -1.7920], [1.4518, -0.3805, -1.2226], [2.1927, -0.8604, -2.7833], [3.0658, -3.5445, -0.5443], [1.8443, -3.1159, -1.7828], [-0.6290, -2.2467, -0.7197], [-1.4756, -2.1210, 1.8320], [0.7731, -2.5146, 3.3310], [2.5365, 0.6355, 2.1526], [2.4856, 2.4067, 2.1901], [0.4107, 1.8561, 3.1963], [0.2336, 0.3708, 2.2304], [-1.9134, 0.4231, 2.4566], [-3.8553, -0.7045, 1.4660]], "forces_ev_per_a": [[-0.20, -0.22, 0.14], [-0.28, -0.08, -0.30], [0.04, 0.07, -0.05], [0.39, 0.13, 0.38], [-0.30, -0.27, 0.12], [0.26, 0.17, 0.04], [-0.30, 0.00, -0.07], [0.04, 0.14, 0.00], [0.10, 0.03, -0.17], [-0.14, -0.01, -0.09], [0.06, -0.02, 0.20], [0.12, -0.01, -0.30], [-0.51, -0.25, 0.38], [0.42, -0.09, -0.06], [-0.05, 0.36, -0.27], [0.21, 0.21, 0.06], [-0.05, -0.12, 0.30], [-0.50, 0.06, -0.83], [0.62, -0.17, -0.06], [0.34, -0.09, 0.44], [-0.83, 0.13, 0.12], [0.57, -0.06, 0.02], [-0.13, 0.00, 0.00], [0.12, -0.07, 0.32], [0.03, -0.01, 0.00], [-0.06, 0.00, -0.20], [0.03, 0.11, -0.07], [0.01, -0.01, 0.02], [0.08, 0.04, -0.10], [-0.04, 0.02, -0.10], [0.09, 0.06, -0.05], [-0.04, 0.02, -0.11], [0.06, 0.03, 0.07], [0.02, 0.14, -0.03], [-0.04, -0.03, -0.01], [-0.03, -0.08, 0.01], [0.02, 0.05, 0.00], [-0.08, -0.09, 0.06], [0.00, 0.02, -0.05], [0.07, -0.01, -0.05], [0.04, 0.02, 0.07], [-0.16, -0.02, -0.10], [0.04, 0.00, 0.14], [-0.07, 0.01, -0.27], [-0.17, 0.03, 0.16], [0.11, -0.04, 0.13], [0.01, 0.05, 0.02], [0.02, -0.06, 0.01], [0.04, -0.12, 0.01], [0.04, 0.08, 0.00], [0.03, 0.00, 0.09], [-0.04, -0.05, 0.06]]}


{"formula": "C10H14CoO5", "method": "wB97M-V/def2-TZVPD", "homo_energy_ha": [-0.5692, -0.6082], "multiplicity": 4, "s_squared": 3.7864, "charge": 2, "orbital_gap_ev": [6.434, 3.683], "elements": ["Co", "C", "O", "C", "O", "C", "O", "C", "O", "C", "H", "H", "C", "H", "H", "C", "C", "O", "C", "C", "H", "H", "H", "H", "H", "H", "H", "H", "H", "H"], "xyz": [[0.0000, 0.0000, 0.0000], [0.0237, 0.4342, 1.8182], [0.0385, 0.7027, 2.9414], [-0.0036, 1.8723, -0.3373], [-0.0053, 3.0124, -0.5081], [-1.9049, -0.0045, 0.0025], [-3.0577, -0.0021, 0.0264], [1.9042, -0.0063, -0.0462], [3.0573, -0.0049, -0.0516], [-0.0058, -1.6482, -4.8658], [0.9137, -2.2220, -4.9046], [-0.9264, -2.2210, -4.8815], [-0.0091, -0.3037, -5.1866], [-0.9324, 0.1959, -5.4581], [0.9077, 0.1950, -5.4812], [-1.7881, -2.3278, 2.1571], [-1.1972, -2.6212, 0.7735], [0.0052, -1.8835, 0.5127], [1.2132, -2.6151, 0.7734], [1.8250, -2.2959, 2.1432], [-2.7153, -2.9235, 2.2952], [-2.0501, -1.2613, 2.2829], [-1.0821, -2.6124, 2.9598], [-1.0434, -3.7200, 0.6996], [-1.9345, -2.4516, -0.0347], [1.0582, -3.7151, 0.7296], [1.9394, -2.4621, -0.0478], [1.1281, -2.5546, 2.9618], [2.7492, -2.8950, 2.2812], [2.0996, -1.2295, 2.2417]], "forces_ev_per_a": [[0.01, 1.59, 0.53], [0.07, 1.43, 5.48], [-0.06, -0.96, -3.82], [-0.02, 4.83, -1.65], [0.01, -3.45, 0.68], [-5.11, -0.49, -0.66], [3.63, 0.30, 0.04], [5.08, -0.50, -0.80], [-3.63, 0.31, 0.13], [0.00, -1.62, -0.70], [0.15, 0.08, 0.45], [-0.15, 0.08, 0.45], [-0.01, 1.14, -1.37], [-0.15, 0.15, 0.44], [0.16, 0.15, 0.44], [-0.09, 0.00, 0.06], [-1.33, -1.35, 0.41], [0.04, -2.55, -0.35], [1.31, -1.34, 0.46], [0.08, 0.06, 0.03], [0.55, 0.38, -0.11], [0.06, -0.51, 0.02], [-0.39, 0.15, -0.42], [0.47, 0.71, 0.05], [0.46, 0.37, 0.35], [-0.47, 0.71, 0.01], [-0.45, 0.37, 0.34], [0.38, 0.13, -0.42], [-0.54, 0.36, -0.11], [-0.07, -0.52, 0.04]]}


{"formula": "C3H11GaNO", "method": "wB97M-V/def2-TZVPD", "homo_energy_ha": -0.1249, "relative_energy_kcal_mol": 46.5, "charge": -1, "orbital_gap_ev": 7.378, "elements": ["C", "O", "C", "Ga", "C", "N", "H", "H", "H", "H", "H", "H", "H", "H", "H", "H", "H"], "xyz": [[2.7462, -0.6023, 0.1163], [2.3563, 0.6288, -0.4210], [1.0714, 0.9980, 0.1056], [-0.5582, 0.3645, -1.0151], [-1.8388, -0.7664, 0.1861], [-3.0908, -0.0161, 0.5501], [2.1086, -1.3796, -0.3233], [2.6371, -0.5802, 1.2103], [3.8007, -0.8021, -0.0832], [1.0302, 2.0926, 0.1751], [0.9152, 0.6182, 1.1321], [-0.1141, -0.5453, -2.2694], [-1.4625, 1.6371, -1.4761], [-2.1249, -1.7094, -0.3027], [-1.3336, -1.0536, 1.1209], [-2.8857, 0.4167, 1.4338], [-3.2572, 0.6990, -0.1395]], "forces_ev_per_a": [[-0.24, 0.16, -0.11], [0.55, 0.21, 0.61], [-1.09, 0.20, -0.40], [-0.18, -0.45, 0.31], [0.07, 0.30, -0.39], [0.21, -1.00, 0.18], [0.14, -0.32, 0.27], [-0.11, -0.23, 0.00], [-0.03, 0.08, -0.34], [0.26, -0.09, -0.06], [0.39, 0.04, -0.09], [0.16, 0.04, -0.08], [0.03, 0.03, 0.01], [0.05, 0.12, 0.06], [-0.10, 0.02, -0.11], [-0.25, 0.53, 0.11], [0.13, 0.36, 0.04]]}


{"formula": "C28H58NO15S6", "method": "wB97M-V/def2-TZVPD", "homo_energy_ha": -0.4281, "relative_energy_kcal_mol": 62.5, "charge": 1, "orbital_gap_ev": 9.843, "elements": ["N", "H", "H", "H", "H", "C", "C", "C", "O", "C", "O", "O", "H", "H", "H", "H", "H", "H", "C", "C", "C", "S", "O", "O", "C", "H", "H", "H", "H", "H", "H", "H", "H", "C", "C", "C", "S", "O", "O", "C", "H", "H", "H", "H", "H", "H", "H", "H", "C", "C", "C", "S", "O", "O", "C", "H", "H", "H", "H", "H", "H", "H", "H", "C", "C", "C", "S", "O", "O", "C", "H", "H", "H", "H", "H", "H", "H", "H", "C", "C", "C", "S", "O", "O", "C", "H", "H", "H", "H", "H", "H", "H", "H", "C", "C", "C", "S", "O", "O", "C", "H", "H", "H", "H", "H", "H", "H", "H"], "xyz": [[-0.5410, -0.1782, 0.0883], [0.0600, -0.6772, -0.5697], [-0.0710, 0.5448, 0.5593], [-0.8060, -0.9672, 0.5543], [-1.0580, 0.3978, -0.5827], [2.3180, -3.1122, 3.5363], [1.1450, -2.2352, 3.8043], [0.8970, -1.7722, 5.1963], [0.5490, -0.3452, 5.0023], [0.8430, -0.0462, 3.7433], [0.6030, 1.0878, 3.3673], [1.1290, -1.0872, 3.0043], [2.7850, -3.2892, 2.4793], [2.0660, -4.1852, 4.0063], [3.1940, -2.8082, 4.0223], [0.2400, -2.7932, 3.4443], [1.7000, -1.6442, 5.5823], [0.2140, -2.3242, 5.7743], [5.7300, -0.1012, 2.1683], [5.7900, 1.0308, 1.0923], [4.6940, 0.8338, 0.0393], [3.3830, 0.5068, 0.9853], [2.4290, -0.3362, 0.2673], [2.9220, 1.8328, 1.2973], [4.1630, -0.3442, 2.2943], [6.0730, 0.0898, 3.2283], [6.1250, -0.8532, 1.8363], [6.9940, 1.0708, 0.6383], [5.8990, 2.0138, 1.4323], [4.8260, -0.0752, -0.5657], [4.4330, 1.5768, -0.7717], [4.2190, -1.3412, 2.1923], [3.7360, -0.1672, 3.1863], [1.4820, 2.8888, -5.1047], [2.5180, 1.8318, -4.8657], [2.8680, 1.8008, -3.3337], [1.6510, 2.9358, -2.5797], [2.3690, 4.0888, -2.1637], [0.9350, 2.0728, -1.5887], [0.5780, 3.0438, -3.8887], [0.9430, 2.6028, -5.9977], [1.6280, 3.7948, -5.2727], [3.3880, 1.7978, -5.3877], [2.1040, 0.7778, -5.1577], [3.8660, 2.3188, -3.2597], [2.9210, 0.7588, -2.9187], [0.1430, 3.9998, -3.8657], [-0.0670, 2.0928, -3.7297], [-6.4950, 1.7398, 0.0013], [-5.3170, 2.6988, -0.2857], [-4.5730, 2.0098, -1.4917], [-4.6980, 0.2298, -1.1817], [-3.4820, -0.2182, -0.4937], [-5.1770, -0.4252, -2.3937], [-5.9420, 0.2808, -0.0227], [-7.4040, 1.9058, -0.5637], [-6.8960, 1.8818, 0.9823], [-4.7240, 2.8058, 0.7753], [-5.7570, 3.7168, -0.4137], [-3.4800, 2.0118, -1.4377], [-5.2730, 2.1138, -2.3527], [-5.3620, 0.0178, 0.8273], [-6.7040, -0.4692, -0.6107], [-1.0640, 5.8148, 2.4023], [0.0740, 5.8858, 1.4433], [0.2970, 4.6018, 0.8093], [-1.3960, 3.9708, 0.4733], [-1.5650, 2.5658, 0.8183], [-1.7730, 4.4248, -0.8367], [-2.0560, 4.8948, 1.8173], [-1.5500, 6.8338, 2.6233], [-0.6380, 5.3678, 3.2883], [1.1360, 6.0798, 1.8153], [0.1410, 6.6008, 0.6553], [0.6630, 3.7908, 1.2593], [0.6570, 4.4648, -0.2567], [-2.4750, 4.3928, 2.5783], [-3.0590, 5.3308, 1.5163], [-5.1150, -3.3492, -0.1057], [-4.0800, -4.5802, -0.3207], [-2.7320, -4.0712, 0.1883], [-3.2730, -3.2382, 1.7333], [-2.5850, -1.9522, 1.9893], [-3.1320, -4.3252, 2.6933], [-4.9970, -3.1002, 1.3773], [-6.1230, -3.5722, -0.3997], [-4.7960, -2.2422, -0.5257], [-3.8540, -4.9042, -1.2837], [-4.3540, -5.3752, 0.3093], [-2.4720, -3.4072, -0.5357], [-1.9100, -4.8822, 0.1703], [-5.6110, -2.0862, 1.7743], [-5.3810, -3.9672, 1.9663], [3.8570, -4.3982, -2.3107], [2.7750, -4.6332, -3.4367], [1.4710, -4.1112, -2.7497], [1.7680, -2.7782, -1.6927], [1.0670, -2.9782, -0.4787], [1.8290, -1.4332, -2.3177], [3.5160, -3.1342, -1.3547], [4.8550, -4.4922, -2.6007], [3.7100, -5.4622, -1.6997], [2.7540, -5.4742, -3.6647], [3.1990, -4.0032, -4.2457], [1.0990, -4.8552, -2.0757], [0.6390, -3.8112, -3.5877], [3.5530, -3.4982, -0.2827], [4.2030, -2.3082, -1.4947]], "forces_ev_per_a": [[1.62, 1.58, -4.49], [1.45, 0.66, -0.05], [1.53, 0.72, 1.65], [-2.72, -1.87, 2.55], [-1.68, -0.75, 0.65], [0.69, -3.63, -0.52], [-2.59, -2.67, -2.29], [-7.10, 1.17, -4.61], [-0.17, -1.95, 0.72], [-2.96, 3.98, 0.08], [1.22, -1.51, -0.53], [1.28, 0.64, -0.94], [-2.00, 0.46, 1.41], [0.60, 2.25, -1.18], [1.27, 0.74, 1.34], [0.60, 0.24, 0.35], [9.91, 0.53, 5.62], [-1.07, -0.36, 0.52], [-5.88, 9.88, 4.17], [5.62, -0.50, -1.72], [3.02, -0.68, -2.64], [-4.68, 0.48, -1.02], [0.76, -0.07, 0.88], [-0.27, -0.02, 1.52], [3.18, 1.15, -1.76], [0.17, 0.37, -1.52], [4.27, -8.33, -3.54], [-3.39, -0.77, 0.60], [-1.03, 1.47, 1.09], [0.59, -0.11, 0.25], [0.41, -0.20, 1.55], [-1.31, -3.71, -0.93], [-1.37, 1.25, 3.06], [-2.71, -6.61, 0.26], [-2.17, -3.05, 2.37], [1.18, 0.51, -1.20], [0.66, -5.62, 3.55], [-0.16, 1.51, 0.02], [0.77, 1.94, -0.70], [-0.92, -2.96, -1.24], [-0.68, -0.24, -0.06], [3.34, 7.87, -1.84], [2.50, 0.87, -1.83], [0.11, 1.87, 0.68], [-0.96, -0.52, 0.40], [-0.46, 1.24, -0.05], [-1.32, 0.94, 0.02], [0.56, 2.08, -0.24], [0.28, -0.79, 0.82], [0.45, -0.09, 2.37], [-0.98, -0.32, 1.54], [1.04, 0.64, -1.54], [-0.46, 0.01, -0.91], [0.75, 0.13, 0.63], [-3.53, -0.61, -2.27], [0.25, -0.24, -1.01], [0.07, 0.30, 0.95], [-0.80, -0.53, -2.89], [0.77, -0.72, -0.62], [-0.14, 1.40, -1.07], [1.54, 0.40, -0.07], [-0.56, -0.62, 1.40], [1.53, 1.36, 2.54], [0.08, 2.56, 0.35], [4.46, 1.46, -0.24], [-2.89, -1.37, -5.20], [1.50, -0.62, 1.20], [0.00, -0.03, -0.62], [-0.80, 0.21, -0.24], [-3.17, 2.18, -2.13], [1.04, -1.51, -0.12], [-0.27, 0.08, 0.60], [-1.48, 0.16, 0.83], [-1.27, 0.98, -0.56], [2.05, -2.74, 2.80], [0.27, 1.12, 1.25], [-0.78, -3.25, 2.48], [1.39, 0.42, -0.54], [2.15, 1.58, -0.78], [-0.18, 2.71, 0.93], [-0.64, -1.64, 1.01], [3.32, -0.11, 1.04], [-1.07, -1.71, -0.60], [-0.22, 0.90, 0.12], [-2.85, 1.42, 1.71], [-0.38, -0.10, -0.22], [-0.48, -3.40, 0.11], [-0.54, -0.56, -1.90], [-0.88, -1.23, 0.56], [1.16, 2.53, -1.74], [-1.39, 1.35, 1.13], [2.24, -2.69, -1.01], [0.03, 0.73, -0.35], [-2.79, -2.99, 3.03], [1.91, 15.96, 4.77], [-1.69, -0.21, -4.42], [4.26, 3.68, -0.84], [-1.95, -0.08, 1.25], [-1.32, -2.23, 0.24], [0.24, -3.18, 0.07], [1.52, 0.43, -0.80], [0.47, 2.84, -0.73], [-0.67, -13.55, -3.69], [-1.24, -0.24, -0.08], [-0.45, -0.61, 0.16], [1.83, -0.70, 2.32], [0.00, 0.63, -1.21], [-0.38, 0.27, -0.21]]}